Molecular formula: C4H12
Method: DFT, ωB97M-V/def2-TZVPD

Atoms and positions in Å:
C1 -0.229 -1.446 -1.390
C2 0.472 0.754 2.177
C3 0.519 -0.331 -2.111
C4 -0.774 0.987 1.303
H1 0.270 0.661 -1.608
H2 -0.705 0.367 0.383
H3 0.003 -1.445 -0.356
H4 -1.055 2.032 1.131
H5 0.216 -2.305 -1.810
H6 0.710 1.578 2.780
H7 -1.658 0.689 1.949
H8 0.422 -0.153 2.692
H9 -1.323 -1.304 -1.361
H10 1.545 -0.353 -1.947
H11 0.310 -0.265 -3.207
H12 1.334 0.717 1.479

Its energy relative to the best compared isomer or geometry (same formula, charge and spin) is 26.44 kcal/mol. The net charge is +1. The HOMO energy (spin up / spin down) is -16.953 / -15.595 eV. The spin multiplicity is 2. The value obtained for the gap between HOMO and LUMO (spin up / spin down) is 0.5151 / 0.1361 Ha.

Results of the Mulliken charge analysis, in e, for atoms 1 through 6:
1. C -0.879
2. C -0.805
3. C -0.627
4. C -0.329
5. H 0.300
6. H -0.135